# 1
Density functional theory data (ωB97M-V/def2-TZVPD) for a 2-piece molecular cluster, C4H12NO2 overall at a distorted geometry.

Summary:
**Net charge**: +1
**E_LUMO**: -3.89 eV

Element x y z (Å)
O 2.4737 -1.2941 0.9281
C 1.6442 -2.0943 0.6273
C 0.1626 -1.6291 0.6907
N -0.0019 -0.2574 -0.0834
C 0.7226 0.9069 0.6508
C -0.2646 2.0200 1.0513
H 1.8528 -3.0613 0.2594
H -0.4683 -2.4047 0.1993
H -0.1754 -1.3655 1.6739
H -0.9165 0.0368 -0.0559
H 0.2886 -0.3051 -1.0514
H 1.6499 1.2500 0.0406
H 1.1271 0.4995 1.6293
H -1.0342 1.6510 1.7002
H -0.8274 2.5188 0.1593
H 0.2496 2.7819 1.6485
H -1.9070 1.0374 -3.5482
H -2.4364 -0.5527 -3.5057
O -2.1393 0.2618 -3.0139



# 2
Density functional theory data (ωB97M-V/def2-TZVPD) for C2H4P2 as an isolated structure at a distorted geometry.

Summary:
**E_LUMO**: 0.29 eV

Element x y z (Å)
C -0.4609 -1.2080 0.2803
C -0.0328 1.0470 -0.4542
P -1.5840 0.0013 -0.0287
P 1.1563 -0.5009 -0.3361
H -0.6226 -2.2585 0.4158
H -0.0763 1.6045 -1.4067
H 0.0786 1.7984 0.5147
H 1.5417 -0.4839 1.0149



# 3
Density functional theory data (ωB97M-V/def2-TZVPD) for one molecule with the formula C5H5F at a distorted geometry.

Summary:
**E_LUMO**: 0.47 eV

Element x y z (Å)
C -0.6776 0.8205 0.2499
C -0.7436 -0.0985 -0.9212
C 0.2426 -1.0013 -0.7825
C 1.0685 -0.6940 0.3766
C 0.5823 0.4371 0.9620
H -1.5350 0.6532 0.8890
H -1.4861 -0.0748 -1.6759
H 0.3847 -1.8866 -1.4975
H 1.9488 -1.2774 0.6994
H 0.9405 0.9449 1.7997
F -0.7250 2.1768 -0.0995



# 4
Density functional theory data (ωB97M-V/def2-TZVPD) for C3H9N5P4 as an isolated structure at a distorted geometry.

Summary:
**E_LUMO**: -1.31 eV

Element x y z (Å)
C 1.5191 1.9826 -0.6319
C -2.0220 -1.4230 -0.4718
C 0.4997 1.7313 -1.7802
N 1.1155 -2.8530 1.5670
N 0.3355 -1.1869 3.4411
N 0.6979 -1.1873 -0.3820
N -0.8259 0.2748 1.5650
N -0.8224 1.5066 -1.2543
P 0.2830 -2.7092 2.8679
P -0.3375 0.1574 3.1145
P 1.7552 -2.1516 0.2857
P -0.6440 -0.3940 0.1297
H 1.7498 1.0293 -0.3066
H 2.4332 2.4670 -1.0887
H 1.1511 2.6004 0.1344
H -2.8816 -1.3940 0.1708
H -2.3128 -1.1248 -1.4930
H -1.6064 -2.4818 -0.5332
H 0.4700 2.3637 -2.6283
H 0.6993 0.6426 -2.2102
H -1.2569 2.1499 -0.4959



In order of appearance, DFT total energy = -9919.7835 -20713.9431 -7981.9948 -47861.5425 eV.
In order of appearance, highest occupied orbital energy = -14.65 -8.80 -8.90 -8.60 eV.
In order of appearance, ΔE to the lowest compared entry with this formula, charge and spin = 2.4464 0.8574 0.2487 1.1340 eV.